[1]
This record from OMol25 describes a molecular structure, C8H9NSe. The level of theory is ωB97M-V with the def2-TZVPD basis set.

Last column: Löwdin charge in e.
Positions of all 19 atoms, in Å:
C (0.216, 0.215, 0.210)  -0.26
H (2.072, 2.952, 0.231)  0.10
H (-1.059, -1.374, -1.248)  0.11
H (0.513, -2.312, -1.346)  0.12
H (-1.786, 0.011, 0.433)  0.10
H (1.742, -2.583, 0.953)  0.10
H (-2.117, 2.594, 0.167)  0.09
H (-0.215, 3.945, -0.094)  0.10
C (-0.080, 2.905, -0.023)  -0.08
C (1.351, 1.075, 0.186)  -0.60
H (1.534, -0.993, 1.853)  0.05
C (1.369, -1.554, 0.987)  -0.10
C (-1.203, 2.068, 0.107)  -0.07
H (-0.920, -2.933, -0.342)  0.10
Se (2.974, 0.143, -0.036)  0.73
C (1.154, 2.428, 0.142)  -0.14
N (0.274, -1.246, 0.317)  -0.23
C (-1.063, 0.730, 0.263)  -0.04
C (-0.344, -2.024, -0.652)  -0.07

Forces on atoms 1 to 6 (eV/Å):
C -0.79 0.18 0.60
H 0.32 1.18 -0.27
H 0.94 -0.87 0.71
H -1.34 -0.20 0.22
H -2.00 -0.80 0.26
H -0.07 0.41 -0.06

F_max (eV/A): 3.75
Orbital gap (Eh): 0.26664
LUMO energy (Eh): 0.0013
Highest occupied orbital energy (eV): -7.220

=====

[2]
This record from OMol25 describes C8H9P3 in the gas phase. The level of theory is ωB97M-V with the def2-TZVPD basis set.

Last column: Löwdin charge in e.
Positions of all 20 atoms, in Å:
H (0.017, 2.931, 1.018)  0.10
C (-1.739, 2.316, 0.217)  -0.51
H (2.863, -1.885, -0.662)  0.09
H (3.659, 0.116, 0.451)  0.12
H (-2.028, -1.438, -1.684)  -0.02
C (2.109, -1.163, -0.494)  -0.10
C (0.742, -1.300, -0.769)  -0.13
C (-0.075, -0.260, -0.403)  -0.42
P (-2.476, -2.229, 0.687)  0.55
H (2.242, 1.996, 0.609)  0.11
H (-1.722, -1.940, 1.818)  -0.18
P (-3.009, 1.310, -0.481)  0.57
C (0.411, 0.971, 0.079)  -0.24
C (2.661, -0.024, 0.032)  -0.10
P (-1.860, -0.431, -0.604)  0.42
C (1.839, 1.044, 0.297)  -0.03
H (-2.236, 3.031, 0.717)  -0.02
C (-0.399, 2.081, 0.473)  -0.17
H (-1.361, -2.859, -0.041)  -0.16
H (0.362, -2.268, -1.261)  0.12

Forces on atoms 1 to 6 (eV/Å):
H 0.62 -0.57 -0.09
C 2.79 -4.10 -0.79
H 0.02 -1.39 -0.52
H 0.13 -0.67 -0.83
H 0.17 1.52 0.30
C -0.11 -0.70 -0.42

F_max (eV/A): 5.02
Orbital gap (Eh): 0.26361
SMILES: P[P@H]1=PC=Cc2ccccc21
LUMO energy (Eh): 0.0107
Energy relative to the best compared isomer or geometry (same formula, charge and spin) (kJ/mol): 0.0
Highest occupied orbital energy (eV): -6.882

=====

[3]
This record from OMol25 describes 10 unconnected molecules or ions with the total composition C90H190N10O10. The level of theory is ωB97M-V with the def2-TZVPD basis set.

Last column: Löwdin charge in e.
Positions of all 300 atoms, in Å:
H (0.419, -8.394, 4.949)  0.08
H (1.550, -1.486, -9.021)  0.10
H (6.591, -4.219, 1.436)  0.11
H (1.761, 8.254, -3.477)  0.08
H (-5.482, 0.074, -0.648)  0.07
H (0.878, -1.550, 1.641)  0.07
H (3.181, -1.576, -0.339)  0.05
H (-6.243, -6.980, -2.582)  0.08
C (-8.127, 3.310, -2.939)  -0.50
C (-0.232, -3.988, -9.189)  -0.03
H (2.665, 1.819, 8.858)  0.10
H (0.761, -2.450, -4.106)  0.10
H (-2.951, -3.253, 3.900)  0.09
H (5.859, 1.743, 0.509)  0.08
H (1.160, -1.508, 9.364)  0.09
C (-0.292, -3.222, 3.729)  -0.04
H (-0.603, 0.834, 7.931)  0.08
C (0.240, 5.187, -6.777)  -0.14
H (-1.740, -5.732, -0.420)  0.11
H (-2.025, -1.883, -8.609)  0.09
O (4.185, -7.044, -0.566)  0.00
H (1.431, 2.158, -3.869)  0.09
H (0.804, -3.903, -9.519)  0.09
C (-3.371, 5.736, -1.352)  -0.03
H (4.561, -4.671, -1.501)  0.07
H (-0.949, 7.410, -3.638)  0.09
H (-3.256, 8.748, -0.950)  0.08
H (-1.798, 1.842, -0.173)  0.11
C (0.075, 8.917, 0.172)  -0.02
N (-1.990, 7.423, -0.319)  -0.10
H (-1.809, 4.560, 0.290)  0.10
C (-2.044, -7.413, 5.378)  -0.04
H (5.252, -3.583, 2.210)  0.11
H (2.468, -5.084, 0.502)  0.09
H (-0.750, -3.188, 2.740)  0.06
C (1.506, -0.496, 9.153)  -0.03
H (1.994, 1.662, 1.218)  0.11
C (-5.071, -6.673, -0.720)  -0.44
H (2.570, -0.500, 9.389)  0.09
H (0.627, 4.856, -7.741)  0.12
C (-8.147, 4.644, -2.132)  -0.01
C (6.782, 5.975, -0.328)  -0.03
H (-7.206, -0.097, -0.857)  0.08
N (-0.443, -5.570, 4.603)  -0.12
H (6.646, 1.969, 2.552)  0.05
H (1.468, -2.309, 7.202)  0.11
C (5.576, 4.641, 1.506)  -0.02
H (6.753, 3.681, -1.610)  0.12
H (2.607, -7.811, 1.557)  0.08
C (-0.522, -3.753, -5.383)  -0.18
C (6.284, 3.520, -0.639)  -0.15
H (3.690, 0.060, 0.201)  0.07
H (-2.653, -3.458, -8.394)  0.09
H (8.234, 0.849, 0.335)  0.12
C (2.947, -0.512, -0.355)  -0.02
H (2.618, -1.619, -6.391)  0.09
H (1.496, -7.112, 5.382)  0.08
C (-9.476, 2.990, -3.534)  -0.04
C (-1.704, -4.679, 7.060)  -0.16
H (8.238, 1.487, 3.007)  0.08
H (2.467, -0.780, 2.051)  0.08
H (5.211, 3.552, -0.828)  0.10
C (-0.562, -0.526, -5.914)  -0.02
H (-1.475, -3.256, -5.204)  0.09
O (-0.325, -6.058, 3.303)  -0.02
H (-0.648, 8.125, -5.326)  0.10
H (-3.385, -6.936, 0.791)  0.11
C (-1.105, 8.012, 0.708)  -0.44
O (-8.743, 1.973, -1.052)  -0.01
H (-3.320, -4.623, 1.098)  0.10
O (-2.449, 8.351, -1.285)  -0.02
H (0.861, 7.351, -6.968)  0.14
C (5.539, -5.399, 3.036)  -0.17
H (0.625, -5.929, 3.272)  0.08
H (2.428, -1.960, 5.001)  0.11
H (4.653, 4.940, 1.009)  0.07
H (-5.566, -7.724, 1.030)  0.08
C (1.490, 1.495, 0.266)  -0.10
C (-0.879, 0.050, -0.678)  -0.48
O (8.564, 5.355, 1.683)  0.00
H (3.174, 0.255, 4.264)  0.09
C (-1.961, -2.745, -7.945)  -0.04
H (-3.236, -4.775, 4.702)  0.07
H (-2.291, 9.788, 1.115)  0.08
C (-1.530, -0.252, -1.987)  -0.05
C (-2.539, -4.251, 4.047)  -0.03
H (1.038, -0.786, 5.072)  0.09
C (-5.384, -3.102, 0.742)  -0.03
H (8.665, 2.269, -0.714)  0.11
H (-4.576, 7.848, 0.172)  0.07
N (0.493, -2.238, -7.606)  -0.08
C (-1.171, -3.636, 6.041)  -0.12
H (-2.752, -4.965, 6.975)  0.10
C (-0.536, -3.238, -7.918)  -0.53
H (-3.791, 4.731, -1.338)  0.07
H (6.543, -8.599, 0.963)  0.08
H (-4.639, -2.322, 0.900)  0.06
C (-5.805, -7.860, -0.025)  -0.04
H (8.156, 5.341, 2.552)  0.09
H (-3.995, 6.478, -1.852)  0.08
H (5.998, 6.033, -1.083)  0.07
H (-0.831, 0.096, -6.768)  0.08
C (8.380, 2.900, 1.282)  -0.45
H (2.036, 6.201, -6.377)  0.13
C (-0.856, 1.562, -0.644)  -0.16
H (0.195, 3.148, 0.365)  0.10
C (1.711, 7.991, -4.533)  0.00
C (-6.466, 1.871, -1.594)  -0.50
H (-7.263, 4.885, -1.541)  0.05
C (4.318, 1.966, 6.317)  -0.01
H (-10.157, 2.872, -2.692)  0.08
C (-1.722, -0.588, 0.498)  0.01
H (1.621, 3.100, 5.524)  0.07
N (0.481, -0.525, -0.712)  -0.08
H (-2.701, -0.110, 0.510)  0.07
H (5.780, 5.275, 2.369)  0.08
C (-0.124, 0.085, 7.300)  0.00
C (-5.218, -6.816, -2.251)  -0.04
N (4.810, -6.500, 0.523)  -0.14
C (1.469, -0.634, 1.638)  -0.03
H (-9.309, 1.268, -1.376)  0.11
C (-5.563, 2.044, -2.856)  -0.12
H (-1.433, 4.666, -4.287)  0.09
C (0.981, 6.473, -6.333)  -0.14
C (3.377, -7.616, 2.304)  -0.01
H (-5.810, 1.275, -3.589)  0.11
C (1.609, 3.193, -3.575)  0.00
H (0.714, 8.267, -0.426)  0.06
C (-4.939, -3.500, -1.700)  -0.03
C (2.014, -1.066, 5.468)  -0.15
H (3.159, -4.540, 2.026)  0.06
H (10.478, 3.093, 0.493)  0.09
C (4.807, -7.378, 1.701)  -0.46
C (6.541, 2.045, -0.286)  -0.18
C (3.326, -4.582, 0.950)  -0.05
H (-0.157, -3.479, 6.410)  0.09
O (0.598, -1.924, -1.135)  0.00
C (0.789, 6.769, -4.882)  -0.47
H (-0.196, 3.334, -6.137)  0.12
H (-2.950, -6.815, 5.286)  0.06
H (-2.745, -3.535, -0.061)  0.10
H (10.355, 3.453, 2.076)  0.07
C (1.964, 2.164, 5.083)  -0.02
H (-7.371, 4.288, -4.719)  0.12
N (-7.817, 2.145, -2.070)  -0.12
C (6.688, 4.595, 0.395)  -0.49
H (7.724, 6.236, -0.810)  0.09
H (1.946, 1.951, -0.613)  0.10
C (-4.913, -4.170, -0.341)  -0.48
H (5.360, 3.627, 1.842)  0.06
H (-9.547, 1.946, -3.838)  0.09
H (5.620, -9.379, 2.052)  0.08
C (-1.915, 8.929, 1.670)  -0.04
C (-2.954, 6.380, -0.005)  -0.51
C (5.487, -8.689, 1.218)  -0.05
C (0.648, 3.976, -5.884)  -0.09
H (-4.141, 7.230, 1.687)  0.07
C (2.869, 1.258, 6.086)  -0.43
H (-0.207, 0.512, 6.301)  0.06
H (-6.701, 2.633, 0.304)  0.09
H (-5.505, -3.580, 1.714)  0.07
H (-2.068, 6.235, 2.844)  0.11
H (5.115, -3.260, -0.778)  0.06
H (-0.755, 4.101, -2.647)  0.08
C (-3.528, -6.820, -0.284)  -0.09
C (-4.276, 6.916, 0.652)  -0.01
N (1.104, 5.592, -4.062)  0.11
H (-0.819, 5.336, -6.991)  0.11
N (2.213, 0.975, 7.374)  -0.14
H (4.586, -5.152, 3.504)  0.09
H (-5.921, 3.827, -0.654)  0.05
C (-2.376, 5.303, 0.850)  -0.14
C (-0.428, -4.311, -6.802)  -0.15
H (0.916, 0.210, 9.738)  0.09
C (0.616, -2.721, -5.152)  -0.10
C (5.258, -4.340, -0.731)  -0.01
C (-5.757, 3.382, -3.629)  -0.18
H (1.550, 3.206, -2.487)  0.07
C (0.076, 2.065, 0.390)  -0.20
H (-8.942, 4.543, -1.394)  0.08
H (2.657, 3.306, -3.853)  0.10
H (-4.856, -6.014, -2.894)  0.06
H (4.921, 2.102, 5.419)  0.06
H (-5.847, -3.603, -2.296)  0.09
H (0.540, -4.806, -6.877)  0.12
C (-1.504, 5.833, 2.002)  -0.17
H (0.764, 9.225, 0.959)  0.09
H (2.964, -6.664, 2.635)  0.04
H (1.503, 3.437, -6.292)  0.13
C (-0.711, -6.683, 5.651)  -0.42
H (-7.369, -5.677, 0.255)  0.10
H (1.061, 1.708, 4.675)  0.05
C (-7.174, 3.397, -4.123)  -0.17
C (4.701, -5.058, 0.598)  -0.47
H (-1.037, 2.967, -3.883)  0.10
H (0.558, 6.099, -2.366)  0.12
H (-2.517, 5.699, -2.028)  0.05
H (-2.497, -4.713, 3.061)  0.06
H (-0.779, -0.778, 7.423)  0.07
H (-1.123, -5.138, -6.942)  0.12
H (-5.326, -8.786, -0.343)  0.08
H (1.011, -0.020, 2.414)  0.07
H (0.962, -1.885, -2.022)  0.07
H (4.897, -9.169, 0.438)  0.08
H (1.480, -3.339, -5.397)  0.11
C (-0.686, 7.246, -4.683)  0.02
H (-6.883, -7.954, -0.153)  0.08
C (1.948, -1.362, 6.955)  -0.16
O (0.660, -1.329, -8.697)  -0.02
H (-0.434, 1.993, 1.351)  0.12
H (-6.403, -2.781, 0.523)  0.07
H (-0.679, -4.662, -4.801)  0.11
O (-7.056, -5.130, -0.470)  0.01
H (-0.348, -5.060, -9.031)  0.08
H (-0.267, 9.750, -0.443)  0.08
H (-6.281, -0.184, -2.220)  0.08
H (-5.601, 4.308, -3.076)  0.09
C (0.640, 4.174, -4.324)  -0.40
H (-2.496, -2.431, -7.049)  0.07
C (-6.318, 0.370, -1.282)  -0.02
C (-0.761, 4.010, -3.733)  0.00
H (2.181, -0.567, -5.016)  0.08
C (9.910, 2.760, 1.362)  -0.05
H (6.352, 1.308, -1.066)  0.10
H (6.276, -4.617, -1.007)  0.08
H (1.931, -0.021, -6.672)  0.08
H (-2.363, -8.139, 6.126)  0.09
H (6.712, 6.679, 0.502)  0.07
H (-1.792, -1.308, -2.048)  0.08
C (-1.098, -4.238, 4.591)  -0.46
H (-5.005, 2.415, -0.096)  0.08
C (7.676, 2.324, 2.592)  -0.02
H (1.412, 8.960, -4.934)  0.10
H (-3.169, 4.703, 1.297)  0.13
H (4.120, 2.962, 6.715)  0.07
H (-1.233, 9.375, 2.395)  0.08
H (-1.261, -0.158, 1.387)  0.07
H (-1.461, -1.012, -5.534)  0.07
H (-1.531, 6.672, -5.062)  0.09
H (-1.598, -2.639, 6.152)  0.11
H (-4.595, -7.649, -2.576)  0.08
H (-1.890, -1.659, 0.608)  0.07
H (-0.375, -2.161, 3.965)  0.07
C (0.559, -1.541, -6.244)  -0.46
H (-1.002, -0.036, -2.916)  0.07
H (-2.016, -7.822, 4.368)  0.08
H (-2.760, 8.610, 2.281)  0.07
C (1.529, -0.069, 0.201)  -0.46
C (1.384, -0.176, 7.676)  -0.52
H (-7.364, 2.535, -4.762)  0.12
H (-0.153, 7.271, 2.524)  0.12
H (-4.800, -2.423, -1.606)  0.07
C (-0.452, 6.849, 1.564)  -0.12
C (5.798, -6.895, 2.803)  -0.13
H (-2.461, 0.279, -2.186)  0.08
C (5.591, -4.513, 1.754)  -0.13
H (10.156, 1.745, 1.673)  0.08
C (0.547, -7.574, 5.656)  -0.03
H (-1.039, 4.954, 2.448)  0.11
O (1.421, 5.905, -2.738)  0.10
C (-5.964, 2.750, -0.490)  -0.03
H (5.568, -7.479, 3.695)  0.12
H (-9.796, 3.690, -4.306)  0.10
H (-5.128, 3.384, -4.519)  0.11
C (8.047, 1.898, 0.103)  -0.12
C (-3.401, -4.401, 0.034)  -0.15
O (2.080, 2.118, 8.159)  0.01
H (3.155, -3.531, 0.718)  0.06
H (0.668, -7.946, 6.673)  0.08
H (2.762, 7.818, -4.763)  0.10
H (0.760, -3.356, 3.478)  0.07
H (-0.926, 2.073, -1.604)  0.10
H (2.981, -0.262, -1.415)  0.07
H (7.585, 3.113, 3.339)  0.07
H (-4.506, 1.897, -2.635)  0.10
C (3.162, -0.008, 5.321)  -0.15
C (-0.858, -6.005, 7.074)  -0.12
N (8.026, 4.298, 0.906)  -0.11
H (4.174, -0.350, 5.539)  0.12
H (-3.121, -7.681, -0.814)  0.11
H (-1.593, -4.252, 8.057)  0.10
H (6.242, -5.061, 3.797)  0.11
H (4.893, 1.353, 7.011)  0.08
H (0.419, 6.320, 1.179)  0.11
H (-8.240, 5.518, -2.777)  0.09
H (4.898, -7.558, -0.953)  0.10
N (-5.698, -5.380, -0.213)  -0.13
H (-2.661, -5.376, -1.807)  0.10
H (3.283, -8.378, 3.078)  0.08
H (-4.179, -4.006, -2.296)  0.06
C (1.896, -0.892, -6.017)  -0.07
H (6.845, -7.097, 2.575)  0.12
C (-2.761, -5.509, -0.730)  -0.18
H (-1.498, -6.683, 7.638)  0.10
H (-0.987, -3.759, -9.942)  0.09
H (-0.005, -5.962, 7.750)  0.11
H (-0.050, 0.008, -5.113)  0.05
H (2.541, 2.517, 4.228)  0.06
H (-5.142, 6.262, 0.556)  0.09
H (2.934, -1.561, 7.374)  0.13

Forces on atoms 1 to 6 (eV/Å):
H -0.01 -0.24 0.17
H 0.12 -0.20 0.07
H 0.29 -0.78 -0.18
H -0.39 -0.50 0.27
H 0.16 0.33 -0.09
H 0.40 -0.31 0.01

F_max (eV/A): 3.52
Orbital gap (spin up / spin down) (Eh): 0.26360 / 0.10989
Total charge: +1
LUMO energy (spin up / spin down) (Eh): -0.0712 / -0.2249
Energy relative to the best compared isomer or geometry (same formula, charge and spin) (kJ/mol): 427.4
Highest occupied orbital energy (spin up / spin down) (eV): -9.110 / -9.110
2S+1: 2